1.
C15H35GaNP2 as an isolated structure at a distorted geometry, computed with ωB97M-V/def2-TZVPD.

Results
* E_HOMO: -9.240 eV
* net charge: +1
* HOMO-LUMO gap: 6.8917 eV

Last column: Mulliken charge in e.
Element x y z (Å)
Ga1 0.84 -0.22 -0.89  0.7984
H1 -3.68 -1.37 -0.99  0.2244
H2 -3.38 -0.94 -0.45  -0.2417
P1 1.44 -2.54 -1.91  0.5370
P2 -0.63 1.99 -1.96  0.4331
C1 -0.26 3.35 -0.78  -1.1165
H3 -0.53 4.33 -1.20  0.5503
H4 -0.83 3.22 0.16  0.0175
H5 0.81 3.35 -0.55  0.3503
C2 -0.04 2.76 -3.53  -1.2173
H6 -0.35 2.14 -4.38  0.3679
H7 -0.43 3.78 -3.66  0.3886
H8 1.06 2.79 -3.52  0.3385
C3 -2.45 2.19 -2.09  -1.2561
H9 -2.91 1.89 -1.14  0.3033
H10 -2.76 3.22 -2.33  0.3728
H11 -2.84 1.52 -2.87  0.3768
C4 2.45 -2.53 -3.43  -1.1695
H12 2.91 -3.51 -3.61  0.4020
H13 1.82 -2.26 -4.28  0.3486
H14 3.23 -1.77 -3.32  0.3200
C5 2.56 -3.18 -0.61  -1.2054
H15 2.00 -3.37 0.31  0.2577
H16 3.07 -4.11 -0.94  0.4510
H17 3.31 -2.41 -0.39  0.3179
C6 0.20 -3.86 -2.22  -1.1690
H18 -0.46 -3.54 -3.04  0.3428
H19 0.66 -4.82 -2.48  0.4044
H20 -0.43 -4.00 -1.33  0.2854
H21 -0.02 -0.42 -2.20  -0.4610
H22 2.21 0.54 -0.77  -0.3147
C7 -1.50 1.20 3.57  -0.7926
N1 -0.72 1.91 2.52  0.0554
C8 -0.55 3.35 2.90  -0.9325
C9 0.64 1.25 2.16  -0.8219
C10 0.55 -0.25 2.06  -0.8626
C11 0.87 -1.05 3.18  -0.4810
C12 0.36 -2.35 3.26  -0.5769
C13 -0.35 -2.85 2.16  -0.5493
C14 -0.49 -2.11 0.98  -0.5810
C15 0.16 -0.87 0.86  1.6115
H23 -0.89 1.08 4.46  0.3923
H24 -1.82 0.23 3.18  0.2823
H25 -2.37 1.83 3.79  0.3691
H26 -1.27 1.89 1.64  0.2628
H27 0.04 3.38 3.82  0.4260
H28 -0.05 3.90 2.10  0.3465
H29 -1.54 3.80 3.09  0.3935
H30 0.94 1.71 1.22  0.0609
H31 1.33 1.59 2.94  0.4819
H32 1.49 -0.62 3.97  0.4664
H33 0.51 -2.95 4.16  0.4387
H34 -0.80 -3.85 2.22  0.4352
H35 -1.12 -2.47 0.16  0.5381

2.
A 5-piece molecular cluster, C15H35N5O5 overall at a distorted geometry, computed with ωB97M-V/def2-TZVPD.

Results
* E_HOMO (alpha / beta): 0.281 / -7.021 eV
* net charge: -1
* spin multiplicity: 2
* expectation value of S²: 0.75
* HOMO-LUMO gap (alpha / beta): 2.1826 / 9.3906 eV

Last column: Mulliken charge in e.
Element x y z (Å)
C1 4.33 0.62 3.01  -0.0086
O1 5.50 0.36 2.70  -0.5205
N1 3.23 0.02 2.49  0.5187
C2 1.93 0.34 2.86  -0.1782
C3 3.38 -1.18 1.63  -0.8825
H1 4.15 1.49 3.66  0.2470
H2 1.90 1.22 3.51  0.0811
H3 1.57 -0.53 3.41  0.2780
H4 1.15 0.46 2.12  -0.2994
H5 4.42 -1.49 1.72  0.3877
H6 2.69 -1.96 1.97  0.0785
H7 3.13 -0.93 0.60  0.2751
C4 -0.73 -6.24 0.49  0.1314
O2 -1.45 -6.80 -0.29  -0.5646
N2 -0.03 -5.12 0.17  0.3543
C5 0.88 -4.51 1.12  -0.5571
C6 0.03 -4.55 -1.17  -1.1644
H8 -0.65 -6.50 1.56  0.2676
H9 0.79 -4.78 2.17  0.3111
H10 0.60 -3.46 1.09  -0.1201
H11 1.92 -4.63 0.79  0.3106
H12 -0.45 -3.58 -1.11  0.1941
H13 1.03 -4.40 -1.59  0.3289
H14 -0.62 -5.05 -1.89  0.3773
C7 -1.34 2.95 3.85  -0.1056
O3 -1.49 4.03 3.38  -0.4234
N3 -1.45 1.77 3.23  0.5476
C8 -1.81 1.67 1.79  -0.6960
C9 -1.35 0.49 3.92  -0.8143
H15 -1.21 2.79 4.94  0.2202
H16 -1.02 1.25 1.17  0.0923
H17 -2.08 2.64 1.37  0.2330
H18 -2.66 1.03 1.57  0.2508
H19 -2.29 -0.06 3.83  0.2930
H20 -0.54 -0.11 3.49  0.0978
H21 -1.04 0.58 4.96  0.4142
C10 -2.46 -1.24 -0.34  -0.3888
O4 -2.39 -2.04 0.59  -0.3823
N4 -1.33 -0.63 -0.86  1.7844
C11 -1.29 0.35 -1.86  -1.3866
C12 -0.12 -0.83 -0.08  -2.1836
H22 -3.43 -0.92 -0.73  0.3226
H23 -0.98 1.30 -1.43  0.2412
H24 -2.22 0.40 -2.43  0.3553
H25 -0.48 0.18 -2.58  -0.2191
H26 0.54 -1.37 -0.75  0.7841
H27 0.35 0.08 0.29  0.3217
H28 -0.25 -1.49 0.78  -0.0546
C13 -0.85 4.34 -6.42  0.0983
O5 -1.15 5.48 -6.80  -0.5942
N5 -0.63 4.05 -5.08  0.6300
C14 -0.40 2.73 -4.67  -1.0499
C15 -0.48 5.10 -4.06  -1.1667
H29 -0.66 3.51 -7.12  0.2667
H30 -0.40 2.04 -5.52  0.3784
H31 -1.19 2.30 -4.04  -0.0781
H32 0.57 2.72 -4.17  0.3338
H33 0.58 5.26 -3.87  0.3831
H34 -0.87 6.10 -4.26  0.2667
H35 -0.89 4.77 -3.11  0.3822

3.
A 5-piece molecular cluster, C15H35N5O5 overall at a distorted geometry, computed with ωB97M-V/def2-TZVPD.

Results
* E_HOMO: -8.924 eV
* HOMO-LUMO gap: 9.1746 eV
* SMILES string: CN(C)C=O.CN(C)C=O.CN(C)C=O.CN(C)C=O.CN(C)C=O

Last column: Mulliken charge in e.
Element x y z (Å)
C1 -1.45 -2.42 1.47  -0.4702
N1 -0.76 -1.45 0.65  0.2758
C2 -1.57 -0.65 -0.22  -0.9557
C3 0.58 -1.41 0.57  0.0355
O1 1.22 -0.66 -0.15  -0.5145
H1 -1.76 -3.26 0.82  0.3617
H2 -2.31 -1.96 1.94  0.2940
H3 -0.85 -2.90 2.25  -0.1959
H4 -2.21 -1.27 -0.87  0.3495
H5 -2.21 -0.01 0.38  0.3748
H6 -1.04 -0.01 -0.92  0.1669
H7 1.12 -2.12 1.22  0.2642
C4 -0.22 -5.73 5.81  -0.8341
N2 0.25 -4.58 5.08  0.0771
C5 1.23 -4.84 4.04  -0.9372
C6 -0.33 -3.36 5.23  0.1802
O2 0.04 -2.38 4.64  -0.5636
H8 0.59 -6.23 6.35  0.2931
H9 -0.58 -6.51 5.13  0.3107
H10 -1.03 -5.43 6.48  0.2699
H11 0.80 -5.56 3.33  0.3490
H12 1.41 -3.93 3.48  0.2243
H13 2.16 -5.23 4.44  0.3417
H14 -1.13 -3.39 5.97  0.2921
C7 -4.80 0.79 -0.57  -0.8652
N3 -5.01 1.40 -1.88  0.0298
C8 -4.11 1.05 -2.95  -0.7697
C9 -5.77 2.53 -1.92  0.1572
O3 -5.93 3.21 -2.91  -0.5556
H15 -5.63 0.97 0.11  0.3245
H16 -3.93 1.30 -0.12  0.3154
H17 -4.54 -0.26 -0.68  0.3035
H18 -4.18 0.02 -3.31  0.2456
H19 -4.36 1.72 -3.77  0.3389
H20 -3.08 1.23 -2.63  0.2330
H21 -6.23 2.77 -0.96  0.2777
C10 3.34 -0.14 -2.90  -0.8698
N4 4.12 0.92 -2.28  0.1659
C11 4.90 1.77 -3.15  -1.0860
C12 4.18 1.07 -0.93  0.2429
O4 4.78 1.95 -0.35  -0.6054
H22 3.14 -0.89 -2.14  0.2602
H23 3.94 -0.65 -3.65  0.3686
H24 2.43 0.29 -3.33  0.2580
H25 4.20 2.26 -3.85  0.3674
H26 5.42 2.56 -2.61  0.3279
H27 5.63 1.22 -3.74  0.3130
H28 3.56 0.29 -0.47  0.2469
C13 2.51 4.56 -1.71  -0.6965
N5 1.18 4.10 -1.42  0.0763
C14 1.09 2.72 -0.93  -0.3445
C15 0.10 4.90 -1.40  0.1899
O5 0.07 6.05 -1.79  -0.6012
H29 3.02 3.92 -2.43  0.0985
H30 3.13 4.57 -0.81  0.3203
H31 2.45 5.58 -2.09  0.3342
H32 1.59 2.15 -1.71  -0.0002
H33 1.57 2.53 0.03  0.3024
H34 0.05 2.42 -0.83  0.0239
H35 -0.81 4.41 -1.02  0.2827

4.
A 7-piece molecular cluster, C15H35NO11 overall at a distorted geometry, computed with ωB97M-V/def2-TZVPD.

Results
* E_HOMO: -9.492 eV
* HOMO-LUMO gap: 9.5834 eV
* SMILES string: C[C@H]1COC(=O)O1.C[C@H]1COC(=O)O1.CN(C)C=O.CO.CO.CO.CO

Last column: Mulliken charge in e.
Element x y z (Å)
C1 0.50 4.50 4.80  -1.4655
C2 1.05 5.84 4.54  0.4405
C3 -0.02 7.00 4.51  -0.3843
O1 0.34 7.89 5.65  -0.3211
C4 1.52 7.53 6.18  0.6426
O2 2.09 8.20 7.02  -0.5198
O3 1.91 6.23 5.68  -0.3809
H1 1.31 3.87 5.16  0.3669
H2 0.05 4.07 3.90  0.3618
H3 -0.13 4.47 5.69  0.3593
H4 1.66 5.86 3.64  0.3000
H5 -1.02 6.61 4.74  0.3087
H6 0.10 7.30 3.47  0.2914
C5 -4.50 -6.10 -3.29  -1.4415
C6 -5.17 -5.54 -4.55  0.4886
C7 -5.70 -6.61 -5.45  -0.4358
O4 -7.00 -6.11 -5.77  -0.3380
C8 -7.29 -5.05 -5.04  0.7047
O5 -8.36 -4.47 -5.21  -0.5825
O6 -6.33 -4.91 -4.17  -0.3361
H7 -4.07 -5.31 -2.68  0.3464
H8 -3.58 -6.58 -3.63  0.4181
H9 -5.10 -6.79 -2.70  0.3557
H10 -4.48 -4.90 -5.11  0.2560
H11 -5.70 -7.59 -4.97  0.2826
H12 -5.12 -6.67 -6.37  0.2819
C9 6.44 1.69 0.64  -1.0399
N1 6.33 3.03 0.14  0.1003
C10 6.71 4.16 1.04  -0.8847
C11 6.00 3.26 -1.12  0.1079
O7 5.66 4.33 -1.60  -0.5957
H13 7.46 1.31 0.61  0.3616
H14 5.93 0.87 0.15  0.3671
H15 6.01 1.46 1.61  0.3514
H16 6.93 3.88 2.07  0.3194
H17 7.45 4.70 0.45  0.2984
H18 5.84 4.81 0.92  0.3228
H19 5.93 2.30 -1.64  0.2916
C12 -4.25 -0.41 3.31  -0.4192
O8 -3.81 -1.70 2.93  -0.5173
H20 -5.32 -0.44 3.12  0.2442
H21 -3.96 -0.18 4.34  0.2130
H22 -3.81 0.28 2.59  0.1776
H23 -4.31 -2.42 3.32  0.3017
C13 2.94 -4.84 4.01  -0.4662
O9 2.97 -5.74 5.08  -0.5138
H24 2.08 -4.18 3.91  0.2283
H25 3.92 -4.35 4.00  0.2223
H26 2.89 -5.50 3.14  0.2218
H27 3.60 -6.45 4.93  0.3078
C14 -0.68 0.52 -7.89  -0.3820
O10 -0.79 1.89 -7.85  -0.5189
H28 -0.23 0.22 -6.94  0.1974
H29 -1.67 0.12 -8.11  0.2288
H30 0.09 0.37 -8.65  0.1765
H31 -1.52 2.29 -7.37  0.2981
C15 -0.18 -1.03 -1.39  -0.4883
O11 -0.12 -2.41 -1.04  -0.5144
H32 -0.35 -0.53 -0.43  0.2219
H33 0.69 -0.60 -1.88  0.2390
H34 -1.04 -0.77 -2.00  0.2386
H35 -0.81 -2.69 -0.43  0.3028